## 1
The following is a quantum chemistry calculation of a gas-phase ion, C5H9N4O (charge +1), from the Open Molecules 2025 dataset.

Its net charge is +1. The value obtained for the LUMO energy is -2.567 eV. The calculation puts the frontier orbital gap at 11.3 eV.

Last columns: bonded neighbours and bond lengths (Å).
Element x y z (Å)
1 H 0.2312 1.3951 -2.0152  N2 0.981
2 N 0.1672 0.7669 -1.2641  H1 0.981, C3 1.258
3 C -0.6708 0.8811 -0.3334  N2 1.258, N4 1.312, O6 1.591
4 N -1.7896 1.5057 -0.0500  C3 1.312, C5 1.472, H12 1.042
5 C -2.4085 2.4505 -0.9943  N4 1.472, H13 1.100, H14 1.080, H15 1.085
6 O -0.3599 -0.0554 0.9150  C3 1.591, N7 1.381
7 N 0.6560 -0.9885 0.8414  O6 1.381, C8 1.308, N11 1.321
8 C 1.0344 -1.7757 1.8157  N7 1.308, C9 1.426, H16 1.086
9 C 2.1530 -2.5009 1.3082  C8 1.426, C10 1.369, H17 1.028
10 C 2.3062 -2.1391 -0.0028  C9 1.369, N11 1.384, H18 1.045
11 N 1.3444 -1.1798 -0.2697  N7 1.321, C10 1.384, H19 1.177
12 H -2.2098 1.5054 0.9035  N4 1.042
13 H -1.7416 2.8492 -1.7724  C5 1.100
14 H -3.1899 1.9724 -1.5664  C5 1.080
15 H -2.8406 3.2010 -0.3401  C5 1.085
16 H 0.7195 -1.7665 2.8548  C8 1.086
17 H 2.7123 -3.0989 1.9302  C9 1.028
18 H 2.8172 -2.5690 -0.8059  C10 1.045
19 H 1.0695 -0.4534 -1.1543  N11 1.177

## 2
The following is a quantum chemistry calculation of a gas-phase ion, C5H9N4O (charge +1), from the Open Molecules 2025 dataset.

Its net charge is +1. The value obtained for the LUMO energy is -2.889 eV. The calculation puts the frontier orbital gap at 9.9 eV.

Last columns: bonded neighbours and bond lengths (Å).
Element x y z (Å)
1 C -0.0651 -1.5442 -2.3720  O2 1.419, H11 1.157, H12 1.139, H13 1.013
2 O -0.1976 -0.8532 -1.1393  C1 1.419, C3 1.230
3 C 0.4523 -1.2489 -0.1727  O2 1.230, N4 1.322, N5 1.453
4 N 1.3995 -2.1706 -0.1606  C3 1.322, H14 0.964, H15 1.041
5 N 0.1996 -0.5902 1.0970  C3 1.453, C6 1.396, H16 1.068
6 C -0.2131 0.7405 1.0035  N5 1.396, C7 1.410, N10 1.365
7 C -1.3876 1.3338 1.5102  C6 1.410, C8 1.382, H17 1.033
8 C -1.1732 2.6886 1.3378  C7 1.382, N9 1.383, H18 1.138
9 N 0.0679 2.8095 0.7390  C8 1.383, N10 1.289, H19 0.988
10 N 0.6388 1.6793 0.4968  C6 1.365, N9 1.289
11 H -1.0088 -1.2045 -2.9480  C1 1.157
12 H -0.3411 -2.6161 -2.1035  C1 1.139
13 H 0.8322 -1.3211 -2.7852  C1 1.013
14 H 1.8261 -2.5325 0.6245  N4 0.964
15 H 1.2698 -2.7496 -1.0161  N4 1.041
16 H 0.9222 -0.6181 1.8828  N5 1.068
17 H -2.1830 0.9218 2.0238  C7 1.033
18 H -1.6632 3.6993 1.5224  C8 1.138
19 H 0.6243 3.5762 0.4597  N9 0.988

Ranked by calculated energy, most stable first: 2, 1.